The following is a DFT calculation (ωB97M-V with the def2-TZVPD basis set) of a structure of composition C4H11N3.

Geometry as ORCA input:
```
! RIJCOSX wB97M-V def2-TZVPD def2/J DEFGRID3
* xyz 0 1
H 2.4983 0.8156 0.0722
C -0.1390 -0.6910 -1.5108
H 2.0611 0.7626 -1.5890
H 0.5585 -0.1382 3.0005
H -2.3720 0.1793 0.4088
H -0.5003 -1.7066 -1.2928
H -3.0057 0.8126 -1.1107
H 2.0748 -0.2597 2.0765
N 0.3140 -0.2813 0.9427
H -0.6492 -0.5664 1.0803
H 0.4159 -0.5697 -2.4472
N 1.7953 0.6195 -0.6242
C 0.6173 -0.0120 -0.3586
C 1.0731 0.1776 2.0930
C -2.2831 0.1027 -0.6965
N -0.9644 0.3939 -1.2017
H 1.1473 1.2693 2.1169
H -2.6420 -0.9084 -0.9596
*
```

Calculated values
largest force on an atom = 3.1 eV Å⁻¹
DFT total energy = -323.16721 hartree
relative energy (zero: lowest compared OMol25 entry of this formula, charge and spin) = 87.4 kcal/mol

Mulliken charges, unit e, in atom order: atom 1 (H): 0.17, atom 2 (C): -0.60, atom 3 (H): 0.19, atom 4 (H): 0.34, atom 5 (H): 0.21, atom 6 (H): 0.34, atom 7 (H): 0.26, atom 8 (H): 0.30, atom 9 (N): -0.17, atom 10 (H): 0.26, atom 11 (H): 0.27, atom 12 (N): -0.40, atom 13 (C): 0.59, atom 14 (C): -1.04, atom 15 (C): -0.81, atom 16 (N): -0.54, atom 17 (H): 0.35, atom 18 (H): 0.29